Record 1
C8H8N6 | the ωB97M-V functional and the def2-TZVPD basis

Output
HOMO energy (alpha / beta) ... -0.31354 / -0.31349 Eh
Energy above the lowest of the compared OMol25 structures with the same formula, charge and spin ... 2.0707 eV
LUMO energy (alpha / beta) ... -0.82 / -0.82 eV
Frontier orbital gap (alpha / beta) ... 7.7 / 7.7 eV
Total energy ... -637.965822 hartree

Last column: Löwdin charge in e.
Element x y z (Å)
C 0.539 -0.496 -3.224  -0.068
C -0.672 -0.885 -2.580  -0.093
C 1.308 0.449 -2.568  -0.097
C -1.048 -0.440 -1.362  -0.036
C 0.978 0.995 -1.331  -0.023
C -0.485 -1.761 3.489  -0.167
C -0.217 0.526 -0.708  -0.228
C -0.846 -0.475 1.849  -0.122
N -1.609 -2.144 2.893  0.019
N -1.849 -1.288 1.856  0.024
N 0.685 2.952 0.565  0.049
N 0.032 2.044 1.151  -0.133
N 0.050 -0.671 2.860  0.122
N -0.532 1.134 0.525  0.036
H 0.941 -0.764 -4.156  0.085
H -1.267 -1.600 -3.158  0.109
H 2.209 0.701 -3.093  0.095
H -1.774 -1.004 -0.762  0.103
H 1.648 1.523 -0.652  0.084
H 0.120 -2.339 4.109  0.098
H 1.050 3.572 1.260  0.036
H 0.737 -0.030 3.036  0.107

Cartesian forces, eV/Å:
C -1.28 1.70 2.51
C 1.15 -1.16 -3.05
C 0.27 -0.16 -0.07
C 0.63 0.74 2.57
C -1.10 -1.70 1.04
C -0.92 0.24 -1.55
C 1.27 0.62 -1.91
C -0.08 2.91 -1.79
N 1.34 -0.16 1.04
N 0.65 0.87 -0.47
N -0.51 -0.49 -0.93
N 1.93 2.19 1.96
N -3.15 -1.36 -2.04
N -2.58 -5.86 1.25
H -0.31 -0.96 -1.18
H -0.05 0.05 0.67
H 0.57 0.44 0.22
H -0.23 0.73 -0.46
H -0.09 0.31 -1.08
H 0.32 -0.77 1.47
H -0.07 0.36 0.88
H 2.25 1.45 0.91

Record 2
C8H8NO6W | the ωB97M-V functional and the def2-TZVPD basis

Output
HOMO energy (alpha / beta) ... -0.77642 / -0.77563 Eh
LUMO energy (alpha / beta) ... -14.51 / -15.32 eV
Net charge ... +3
Frontier orbital gap (alpha / beta) ... 6.6 / 5.8 eV
Total energy ... -881.556756 hartree
Spin multiplicity ... 3

Last column: Löwdin charge in e.
Element x y z (Å)
O -1.046 -3.683 -2.171  0.262
C -0.790 -2.655 -1.665  -0.097
W -0.420 -0.875 -0.886  1.074
O -1.480 0.821 -3.435  0.214
C -1.094 0.213 -2.513  -0.098
C 0.449 -1.619 1.092  -0.120
O 0.784 -0.818 1.945  0.181
C 1.489 -0.230 -1.003  -0.110
O 2.592 0.155 -1.104  0.244
C -1.784 -0.147 0.439  -0.091
O -2.613 0.232 1.167  0.270
H 0.582 -2.709 1.314  0.168
C 0.131 4.478 1.304  0.085
N 0.748 4.023 0.073  -0.021
C 1.414 4.983 -0.785  0.081
C 0.631 2.726 -0.312  -0.174
O -0.008 1.877 0.325  0.077
H 0.322 5.549 1.381  0.128
H 0.565 3.954 2.162  0.156
H -0.947 4.283 1.288  0.153
H 2.462 4.687 -0.949  0.158
H 0.922 5.022 -1.771  0.159
H 1.373 5.966 -0.307  0.132
H 1.177 2.516 -1.257  0.169

Cartesian forces, eV/Å:
O 1.25 5.02 2.45
C -1.54 -7.11 -3.06
W 0.10 2.27 0.16
O 1.88 -2.70 4.40
C -2.21 2.58 -4.93
C 1.05 1.68 2.88
O -0.95 -2.26 -2.47
C 6.65 1.92 -0.59
O -5.21 -1.77 0.51
C -5.20 2.04 4.51
O 4.07 -1.77 -3.51
H -0.01 -0.06 -0.06
C 0.31 0.67 -0.13
N -0.47 1.68 0.95
C 0.06 0.32 0.27
C -0.21 -2.45 -0.60
O 0.95 0.99 -1.17
H -0.15 -0.19 0.20
H -0.02 -0.19 0.03
H -0.05 -0.18 -0.02
H -0.04 -0.11 -0.04
H 0.01 -0.14 0.03
H 0.08 -0.25 -0.23
H -0.31 0.01 0.42

Record 3
C8H8NOReSSe4 | the ωB97M-V functional and the def2-TZVPD basis

Output
HOMO energy (alpha / beta) ... -0.41906 / -0.42506 Eh
Energy above the lowest of the compared OMol25 structures with the same formula, charge and spin ... 0.7576 eV
LUMO energy (alpha / beta) ... -4.99 / -5.97 eV
Net charge ... +1
Frontier orbital gap (alpha / beta) ... 6.4 / 5.6 eV
Total energy ... -10521.501142 hartree
Spin multiplicity ... 4

Last column: Löwdin charge in e.
Element x y z (Å)
Re 1.047 1.709 1.742  0.524
Se 0.642 1.723 4.151  0.173
Se 2.288 3.038 5.188  0.165
Se 2.916 4.574 3.597  0.175
Se 1.581 4.109 1.727  0.188
N 4.153 1.104 2.135  0.042
C 3.038 1.407 2.037  -0.582
C 0.094 -1.548 1.242  -0.170
S 0.225 -0.037 0.267  0.907
O -0.674 0.973 1.003  -0.618
C -0.657 -0.553 -1.193  -0.392
C -2.020 -0.332 -1.287  -0.055
C -2.675 -0.784 -2.422  -0.040
C -1.967 -1.432 -3.425  -0.038
C -0.596 -1.629 -3.314  -0.045
C 0.078 -1.177 -2.191  -0.071
H -0.968 -1.764 1.351  0.087
H 0.570 -1.381 2.208  0.060
H 0.601 -2.351 0.708  0.084
H -2.555 0.181 -0.498  0.121
H -3.739 -0.620 -2.520  0.121
H -2.485 -1.782 -4.308  0.120
H -0.044 -2.118 -4.104  0.121
H 1.149 -1.308 -2.092  0.123

Cartesian forces, eV/Å:
Re 1.79 2.74 2.38
Se 0.01 0.10 -1.03
Se 0.27 0.57 -0.49
Se -0.28 -0.52 0.48
Se -0.05 -0.86 0.06
N -0.06 0.08 0.03
C -0.21 -0.26 -0.12
C 0.14 0.18 -0.04
S -0.43 -2.27 -1.46
O -1.39 -0.17 0.25
C 0.18 0.23 -0.10
C -0.12 0.07 0.17
C 0.04 0.01 -0.03
C 0.00 -0.01 0.00
C 0.03 0.02 0.01
C 0.10 0.00 0.08
H -0.02 0.03 -0.02
H 0.02 0.03 -0.02
H 0.01 0.05 -0.06
H 0.00 0.00 -0.03
H 0.00 -0.02 -0.01
H -0.01 0.01 0.00
H -0.03 -0.01 -0.01
H -0.01 0.00 -0.06

Record 4
C8H8NS5SbTc | the ωB97M-V functional and the def2-TZVPD basis

Output
HOMO energy (alpha / beta) ... -0.69102 / -0.69104 Eh
LUMO energy (alpha / beta) ... -13.34 / -13.34 eV
Net charge ... +3
Frontier orbital gap (alpha / beta) ... 5.5 / 5.5 eV
Total energy ... -2675.165101 hartree

Last column: Löwdin charge in e.
Element x y z (Å)
Tc 0.181 -0.399 -1.826  0.366
S 1.230 -2.108 -6.348  0.167
Sb 1.952 -3.292 -4.567  0.567
S -0.712 -2.188 -2.585  0.235
S 2.180 -0.574 -2.590  0.204
S 2.724 -4.679 -2.964  0.174
S 0.066 -0.027 0.375  0.825
C 0.205 -0.329 2.060  -0.560
C 1.238 0.331 2.768  -0.044
C 1.232 0.296 4.144  0.009
C 0.224 -0.396 4.826  0.074
C -0.763 -1.096 4.121  0.009
C -0.785 -1.069 2.744  -0.039
H 2.016 0.868 2.246  0.129
H 2.002 0.819 4.698  0.143
H 0.211 -0.396 5.909  0.148
H -1.519 -1.654 4.660  0.142
H -1.548 -1.614 2.208  0.130
C -1.903 3.293 -3.480  0.019
C -1.260 2.162 -2.987  -0.111
N -0.731 1.222 -2.560  0.001
H -1.216 4.148 -3.510  0.139
H -2.753 3.561 -2.842  0.137
H -2.275 3.122 -4.498  0.137

Cartesian forces, eV/Å:
Tc 1.71 -3.59 -1.51
S 0.79 -1.30 1.93
Sb 0.14 -0.33 -0.28
S 0.71 2.69 1.41
S -2.47 0.83 1.28
S -0.84 1.52 -1.76
S 0.45 -0.45 0.43
C -0.22 0.21 -1.45
C 0.52 0.43 0.64
C 0.27 0.17 -0.36
C 0.03 0.00 -0.16
C -0.26 -0.22 -0.44
C -0.57 -0.39 0.68
H -0.03 0.06 -0.11
H -0.01 -0.05 -0.04
H 0.01 0.00 0.03
H 0.03 0.01 -0.04
H -0.06 0.07 -0.11
C -0.95 1.63 -0.76
C 1.36 -2.40 1.09
N -0.76 1.39 -0.61
H 0.02 -0.13 0.05
H 0.09 -0.08 -0.01
H 0.06 -0.07 0.10

Record 5
C8H8O2PS | the ωB97M-V functional and the def2-TZVPD basis

Output
HOMO energy ... -0.11599 Eh
LUMO energy ... 2.88 eV
Net charge ... -1
Frontier orbital gap ... 6.0 eV
Total energy ... -1199.680358 hartree

Last column: Löwdin charge in e.
Element x y z (Å)
C 1.908 1.069 1.832  -0.130
C 2.071 1.525 0.552  -0.097
C 0.664 0.853 2.345  -0.104
C 0.985 1.492 -0.326  -0.079
C -0.482 0.931 1.554  -0.087
C -0.272 1.238 0.212  -0.378
C -1.193 -3.309 -1.704  -0.090
C -0.440 -2.213 -1.604  -0.506
O -1.538 1.297 -2.368  -0.402
O -0.292 -1.405 -0.582  -0.233
P -1.692 1.072 -0.927  0.359
S -3.461 1.135 -0.079  0.176
H 2.609 1.095 2.735  0.124
H 3.125 1.877 0.296  0.119
H 0.787 0.559 3.321  0.069
H 1.101 1.835 -1.334  0.102
H -1.435 0.704 2.008  0.082
H -1.188 -3.789 -2.651  -0.009
H -1.553 -3.841 -0.858  0.008
H 0.295 -2.125 -2.422  0.077

Cartesian forces, eV/Å:
C 0.84 1.08 2.26
C 2.16 0.25 -0.96
C -0.81 -0.21 -1.99
C 0.56 0.83 1.19
C 1.01 -0.19 0.60
C -1.07 -0.46 -0.80
C -0.14 -0.56 -0.16
C 1.35 1.07 1.40
O 0.79 0.01 0.06
O -0.65 0.13 -0.91
P -1.08 -0.42 1.10
S 1.27 -0.24 -0.32
H 0.12 -0.04 -2.21
H -1.67 -0.56 -0.26
H -1.23 -0.66 2.40
H -0.09 -0.20 -0.45
H -0.23 0.10 -0.47
H 0.06 -0.69 -0.63
H -0.89 -0.02 0.62
H -0.31 0.78 -0.47

Record 6
C8H8O2SSi | the ωB97M-V functional and the def2-TZVPD basis

Output
HOMO energy ... -0.32483 Eh
Energy above the lowest of the compared OMol25 structures with the same formula, charge and spin ... 3.4926 eV
LUMO energy ... -0.07 eV
Frontier orbital gap ... 8.8 eV
Total energy ... -1147.602416 hartree

Last column: Löwdin charge in e.
Element x y z (Å)
C 2.140 -0.476 1.884  -0.061
C 2.214 -1.465 0.968  -0.088
C 1.177 0.569 1.677  -0.010
C 1.253 -1.610 -0.052  -0.015
C -0.009 0.378 0.963  -0.267
C 0.164 -0.794 0.111  -0.232
C -1.288 1.051 0.919  -0.323
C -2.411 0.834 0.166  -0.056
O -1.442 -0.225 -1.928  -0.539
O -1.982 -2.185 -0.522  -0.294
Si -1.269 1.443 -2.546  0.684
S -1.532 -0.849 -0.464  0.829
H 2.869 -0.367 2.608  0.085
H 2.771 -2.349 1.225  0.111
H 1.119 1.377 2.453  0.123
H 1.284 -2.442 -0.674  0.102
H -1.328 2.028 1.560  0.132
H -0.629 1.231 -3.855  -0.066
H -0.551 2.175 -1.478  -0.030
H -2.550 1.678 -3.015  -0.081

Cartesian forces, eV/Å:
C -1.88 2.57 -2.23
C -0.49 -1.81 -0.35
C -1.14 0.79 3.02
C -0.59 1.28 2.33
C 3.64 -3.29 -0.84
C -2.67 2.40 0.05
C -1.28 4.00 1.67
C 2.19 -2.54 1.55
O 0.73 0.21 -0.80
O -1.02 -1.53 -0.07
Si 1.05 -2.76 0.93
S 0.29 2.37 -2.79
H 1.15 0.16 1.56
H 0.90 0.01 -0.47
H 0.49 -0.52 -0.84
H -0.19 -1.21 -1.15
H 0.24 -1.48 -1.27
H 0.72 0.08 0.25
H -0.16 0.22 -0.56
H -1.98 1.03 0.00